Record 1
Formula: C5H15N2O
Source: OMol25
Level of theory: ωB97M-V/def2-TZVPD

Total charge ... +1
2S+1 ... 1
HOMO-LUMO gap ... 8.651 eV
E_LUMO ... -2.9 eV

Each line ends with the Mulliken charge.
Geometry (Å):
C 0.67034 -0.31749 2.73681  -1.492
C 0.70527 -0.25933 1.23666  0.141
C 0.08719 -1.49342 0.59340  -0.787
C -0.33872 -1.26476 -0.84904  -0.957
C 0.56356 -1.18158 -1.84779  0.216
N 0.27446 -0.85317 -3.13497  -0.443
N 0.03346 1.00209 0.75751  -0.309
H -0.35908 -0.35695 3.09576  0.402
H 1.07244 0.52793 3.29607  0.414
H 1.14294 -1.22830 3.07521  0.370
H 1.71621 -0.11617 0.84736  0.291
H -0.82539 -1.74830 1.13052  0.358
H 0.75117 -2.34556 0.73497  0.469
H -1.38260 -1.10222 -1.01000  0.381
H 1.57163 -1.49497 -1.60673  0.344
H -0.64437 -0.65170 -3.48403  0.192
H 1.00814 -0.66656 -3.79235  0.204
H -0.07290 0.99664 -0.26262  0.361
H 0.65006 1.80408 0.89552  0.382
H -0.91218 1.11709 1.11931  0.449
H -2.36629 2.99596 -0.43871  0.311
H -1.72033 3.91158 0.58242  0.303
O -1.59370 3.06028 0.14246  -0.600

Record 2
Formula: C5H15N2O
Source: OMol25
Level of theory: ωB97M-V/def2-TZVPD

Total charge ... +1
2S+1 ... 1
HOMO-LUMO gap ... 10.328 eV
SMILES ... CCNC[C@@H]([NH3+])CO
E_LUMO ... -3.0 eV

Each line ends with the Mulliken charge.
Geometry (Å):
N 0.11451 -1.27225 -1.04502  -0.204
C -0.20442 0.19293 -1.10645  0.143
C -1.66360 0.32346 -1.51159  -0.803
O -1.81009 -0.51404 -2.64071  -0.524
C 0.09812 0.78174 0.26153  -1.023
N 1.36676 0.26672 0.75612  -0.389
C 1.61788 0.56365 2.17386  -0.401
C 0.64748 -0.16574 3.08849  -1.131
H 0.42026 -1.61045 -1.95597  0.359
H 0.86815 -1.41245 -0.35458  0.391
H -0.71300 -1.81305 -0.79338  0.363
H 0.38798 0.67687 -1.88164  0.297
H -2.32448 0.01924 -0.67800  0.393
H -1.88265 1.37986 -1.73148  0.417
H -2.62905 -0.34568 -3.13906  0.334
H 0.05831 1.88150 0.22491  0.463
H -0.66926 0.52773 0.99408  0.459
H 2.14790 0.58658 0.20077  0.193
H 1.58285 1.64576 2.31738  0.314
H 2.62958 0.24879 2.38512  0.398
H 1.11667 -0.49060 4.00804  0.343
H -0.19405 0.45113 3.40551  0.317
H 0.25317 -1.05655 2.60281  0.292

Record 3
Formula: C5H15N2PS2
Source: OMol25
Level of theory: ωB97M-V/def2-TZVPD

Total charge ... 0
2S+1 ... 1
HOMO-LUMO gap (spin up / spin down) ... 7.133 / 6.356 eV
E_LUMO (spin up / spin down) ... -1.6 / -1.8 eV

Each line ends with the Mulliken charge.
Geometry (Å):
C -3.15756 1.56851 -0.45429  -1.154
C 2.84773 -2.57980 2.05785  -0.906
C -1.79060 2.33557 -0.82896  -0.993
C -0.64850 1.35191 -0.72694  -0.244
C 0.68728 2.14352 -0.84994  -0.575
N 0.17048 -2.40241 -0.80489  -0.592
N 2.21157 -2.45335 0.83076  -0.217
P 0.74699 -1.62677 0.55915  0.408
S -0.25545 -2.05735 2.20426  -0.445
S 2.02971 1.11999 -0.31051  -0.195
H -3.98971 1.87791 -1.06306  0.348
H -3.32739 1.84672 0.53453  0.322
H -3.04625 0.49868 -0.57704  0.299
H 3.58433 -3.36267 1.97488  0.316
H 3.24480 -1.64436 2.37790  0.354
H 2.19149 -2.73255 2.86908  0.301
H -1.80846 3.16522 -0.14609  0.376
H -1.95660 2.83538 -1.69985  0.534
H -0.66917 0.55627 -1.52978  0.210
H -0.82223 0.79796 0.26527  0.279
H 0.68321 2.33146 -1.93959  0.312
H 0.67657 3.18032 -0.45408  0.388
H -0.85391 -2.43407 -0.77892  0.294
H 0.40991 -1.89290 -1.62134  0.321
H 2.84176 -2.42317 0.11160  0.259

F_max across the listed records, respectively: 0.025 0.018 0.079 Eh/bohr.
Energy relative to the best compared isomer or geometry (same formula, charge and spin) across the listed records, respectively: 81.8 92.8 174.4 kJ/mol.